(1)
Entry from OMol25: a cluster of 8 separate species, C23H43Cl14FO5P in total (ωB97M-V/def2-TZVPD).

Element x y z (Å)
C -4.570 -5.920 3.279
C -3.204 -6.057 2.620
C -2.666 -4.720 2.209
O -3.204 -3.979 1.405
O -1.498 -4.403 2.815
C -0.942 -3.147 2.442
C 0.200 -2.921 3.431
P 0.498 -1.193 3.824
C -0.623 -0.696 5.152
C -0.885 0.800 5.224
O -1.060 1.313 6.309
O -0.881 1.477 4.061
C 2.205 -1.078 4.480
C 3.034 -0.007 3.839
O 3.704 0.784 4.443
F 2.975 -0.024 2.504
H -4.490 -5.564 4.297
H -5.044 -6.893 3.301
H -5.196 -5.259 2.694
H -2.501 -6.516 3.307
H -3.226 -6.680 1.735
H -0.520 -3.175 1.447
H -1.669 -2.339 2.446
H -0.112 -3.383 4.366
H 1.109 -3.407 3.100
H 0.360 -0.350 2.721
H -1.568 -1.213 5.006
H -0.196 -0.963 6.108
H -0.516 2.352 4.243
H 2.683 -2.035 4.285
H 2.162 -0.946 5.551
Cl 3.117 1.692 -1.588
C 4.011 1.645 -0.048
C 5.458 2.022 -0.233
Cl 6.342 0.786 -1.162
H 3.911 0.647 0.363
H 3.528 2.352 0.624
H 5.943 2.104 0.739
H 5.559 2.970 -0.756
Cl -3.389 0.028 -2.353
C -4.140 -1.262 -1.380
C -4.560 -0.797 -0.010
Cl -3.177 -0.400 1.058
H -3.432 -2.080 -1.317
H -5.017 -1.603 -1.927
H -5.117 -1.591 0.483
H -5.186 0.089 -0.063
Cl -0.899 4.146 -1.625
C -2.624 3.752 -1.398
C -3.126 4.157 -0.042
Cl -2.398 3.165 1.259
H -2.745 2.686 -1.559
H -3.179 4.290 -2.163
H -4.200 4.018 0.012
H -2.904 5.198 0.172
Cl -0.417 -0.738 -3.531
C -0.939 -2.282 -2.821
C -1.202 -2.159 -1.344
Cl 0.310 -1.868 -0.426
H -0.174 -3.025 -3.030
H -1.859 -2.576 -3.324
H -1.637 -3.081 -0.962
H -1.878 -1.336 -1.125
Cl -4.860 6.377 -3.148
C -6.569 5.938 -2.898
C -7.050 6.298 -1.518
Cl -6.300 5.292 -0.245
H -6.676 4.874 -3.093
H -7.148 6.488 -3.638
H -8.124 6.138 -1.451
H -6.838 7.337 -1.284
Cl 4.664 4.269 -7.002
C 4.337 2.950 -5.849
C 4.180 3.451 -4.439
Cl 5.712 4.064 -3.761
H 5.149 2.231 -5.926
H 3.414 2.469 -6.169
H 3.863 2.641 -3.785
H 3.448 4.253 -4.382
Cl 8.555 -1.931 -5.087
C 8.156 -2.228 -3.377
C 9.365 -2.619 -2.568
Cl 9.982 -4.229 -3.017
H 7.391 -2.998 -3.342
H 7.737 -1.303 -2.984
H 9.099 -2.664 -1.513
H 10.173 -1.904 -2.693

Force components x, y, z for each atom (eV/Å):
-0.028 -0.301 -0.433
0.484 0.171 0.515
-0.780 0.600 -1.168
0.729 -0.569 0.842
-0.154 0.155 0.009
0.421 0.068 0.041
-0.458 0.051 -0.010
0.350 -0.485 0.290
-0.182 0.517 -0.923
-0.356 1.117 2.079
0.375 -0.587 -1.528
0.728 -0.894 -0.032
-0.462 -0.077 -0.620
1.490 1.734 1.724
-1.140 -1.264 -1.276
-0.139 -0.178 -0.038
0.017 0.203 0.194
-0.158 -0.170 0.104
-0.193 0.171 -0.012
0.128 -0.122 0.083
-0.210 -0.039 -0.262
-0.174 -0.162 -0.236
-0.391 -0.075 0.098
0.175 -0.042 0.307
0.259 0.008 -0.058
-0.052 -0.062 -0.056
-0.207 -0.147 0.015
0.006 -0.296 0.212
-0.533 0.521 -0.043
0.082 -0.190 -0.101
0.113 0.219 0.234
-0.173 -0.128 0.149
0.011 0.131 0.004
0.040 0.089 0.087
0.036 -0.031 -0.024
0.036 -0.084 -0.082
0.020 0.057 -0.026
-0.001 -0.041 0.014
-0.007 -0.032 -0.092
-0.347 0.106 0.056
-0.464 0.059 -0.061
-0.224 -0.084 0.063
0.036 0.042 -0.061
-0.375 -0.086 0.009
-0.050 0.042 0.037
0.056 -0.054 0.019
0.071 0.059 -0.006
0.014 -0.039 0.009
-0.002 0.004 -0.096
0.067 0.092 0.033
0.039 0.001 0.100
0.056 -0.101 0.017
-0.026 0.073 0.004
0.093 -0.137 -0.004
0.052 0.000 0.030
0.287 -0.067 -0.083
0.046 0.056 -0.054
0.107 -0.012 0.090
0.203 0.152 -0.074
0.020 0.008 -0.006
-0.065 0.012 -0.008
0.103 -0.085 0.060
0.782 -0.052 0.065
0.040 -0.031 0.012
-0.029 -0.027 -0.049
-0.155 0.078 0.024
-0.187 0.125 -0.071
0.047 -0.024 0.021
-0.005 0.041 0.014
-0.004 -0.049 -0.011
0.074 -0.004 0.034
0.018 0.002 -0.003
0.002 -0.057 -0.029
-0.095 -0.042 0.057
0.025 0.024 0.044
0.049 0.029 -0.002
-0.032 0.023 0.019
0.048 0.005 -0.156
0.039 0.058 -0.023
-0.009 -0.019 -0.016
-0.096 0.068 0.012
0.013 0.023 0.092
0.012 -0.004 -0.006
0.025 -0.055 -0.038
0.044 0.036 0.016
-0.032 -0.011 0.001
0.029 -0.013 -0.060

Properties
lowest unoccupied orbital energy	-0.1111	hartree
E_HOMO	-11.7344	eV
total charge	+1
total energy	-222101.7486	eV

Results of the Löwdin charge analysis, in e, for atoms 1 through 5:
1 C -0.069
2 C -0.140
3 C -0.462
4 O 0.094
5 O 0.008


(2)
Entry from OMol25: a structure of composition C23H43Cl2CrN4O6Si (ωB97M-V/def2-TZVPD).

Element x y z (Å)
C 1.854 2.414 -1.588
C 0.652 3.111 -1.037
H 2.080 2.688 -2.615
H 1.725 1.335 -1.532
H 2.733 2.648 -0.983
C 0.032 4.152 -1.598
C 0.382 4.847 -2.869
H -0.819 4.572 -1.073
H 1.211 4.385 -3.398
H 0.653 5.889 -2.682
H -0.473 4.876 -3.551
Cr -0.340 -0.434 0.653
Cl 1.287 -1.229 -0.800
C -1.826 0.833 2.890
O -1.933 0.018 1.958
N -2.840 1.186 3.681
C -4.177 0.675 3.468
C -2.657 2.168 4.728
H -0.869 1.295 3.125
H -4.144 -0.088 2.701
H -4.843 1.480 3.151
H -4.567 0.246 4.391
H -1.624 2.498 4.744
H -2.911 1.742 5.699
H -3.287 3.037 4.546
H -1.003 -5.328 3.281
H 1.609 -5.409 3.403
C -0.874 -5.015 2.245
C 1.599 -5.077 2.364
N 0.392 -4.331 2.078
H -1.674 -4.338 1.970
C 0.451 -3.064 1.661
O -0.554 -2.381 1.407
H 2.468 -4.451 2.190
H 1.454 -2.656 1.554
H -0.912 -5.898 1.608
H 1.668 -5.955 1.720
H -0.405 1.148 -3.041
H -2.420 2.619 -2.660
C -1.053 0.276 -3.069
C -3.028 1.722 -2.773
N -2.273 0.566 -2.338
H -0.534 -0.549 -2.597
C -2.558 -0.045 -1.197
O -1.899 -0.967 -0.684
H -3.928 1.829 -2.175
H -3.478 0.317 -0.719
H -1.297 0.035 -4.103
H -3.312 1.615 -3.819
O -0.495 1.277 -0.098
C 0.146 2.471 0.249
C -2.140 3.322 0.912
C -0.758 3.369 1.061
H -2.554 2.595 0.229
C -2.964 4.174 1.633
H 1.026 2.258 0.867
C -0.220 4.274 1.971
H -4.038 4.131 1.494
C -2.417 5.082 2.529
C -1.039 5.123 2.702
H 0.854 4.311 2.105
H -3.057 5.749 3.093
H -0.603 5.820 3.405
Si 4.536 -4.092 -3.749
Cl 5.045 -2.478 -4.996
C 2.881 -4.735 -4.327
C 4.448 -3.435 -2.003
C 5.876 -5.378 -3.933
H 2.113 -3.966 -4.264
H 2.560 -5.578 -3.714
H 2.927 -5.073 -5.361
H 5.954 -5.724 -4.963
H 5.667 -6.245 -3.306
H 6.847 -4.982 -3.642
H 3.696 -2.654 -1.912
H 5.402 -3.016 -1.690
H 4.187 -4.232 -1.305
O 0.243 -1.025 3.651
N 1.103 -0.365 3.154
O 1.034 0.017 1.892

Force components x, y, z for each atom (eV/Å):
0.114 -0.022 -0.087
-0.131 0.367 0.052
0.007 0.041 -0.120
-0.096 -0.158 0.045
0.034 0.037 0.070
0.067 -0.184 0.250
0.020 0.118 -0.224
-0.059 0.030 0.036
0.064 -0.062 -0.026
0.030 0.066 0.019
-0.047 -0.023 -0.054
-1.257 -1.358 -0.874
1.516 -0.939 -1.498
0.014 -1.496 -1.549
-1.253 1.335 1.951
-0.340 0.328 0.474
0.208 0.088 0.019
-0.109 -0.137 -0.154
0.120 0.154 0.066
0.065 -0.073 -0.092
-0.074 0.087 -0.037
-0.025 -0.042 0.105
0.126 0.006 -0.016
-0.012 -0.035 0.103
-0.079 0.120 -0.001
-0.009 -0.014 0.097
0.008 -0.027 0.097
0.185 0.105 -0.014
-0.214 0.095 -0.030
0.050 -0.501 0.154
-0.048 0.111 -0.031
-1.215 1.129 -0.403
0.947 -1.265 0.198
0.049 0.085 -0.020
0.136 0.072 -0.058
0.001 -0.093 -0.074
0.012 -0.093 -0.065
0.143 0.127 0.023
0.056 0.157 0.001
-0.180 0.081 0.151
0.261 -0.196 0.157
-0.062 0.251 -0.705
0.096 -0.105 0.126
0.432 -1.117 0.935
-1.280 0.516 -1.065
-0.086 -0.007 0.078
-0.045 0.100 0.076
-0.036 -0.030 -0.150
-0.039 -0.009 -0.127
0.108 2.141 -0.479
-0.423 -1.024 -0.374
-0.013 0.036 0.017
0.021 0.221 0.046
0.021 -0.122 -0.080
0.039 0.013 0.022
0.203 0.019 0.168
-0.093 0.018 -0.003
-0.043 -0.007 0.001
0.011 0.028 0.032
-0.041 0.022 0.005
0.057 -0.018 -0.003
-0.023 0.022 0.028
0.013 0.032 0.041
-0.227 0.318 0.401
0.010 -0.215 0.041
0.142 0.004 -0.066
0.101 -0.113 -0.340
-0.017 0.011 -0.096
0.005 0.105 0.092
0.008 -0.039 0.084
0.045 -0.044 -0.120
-0.008 -0.026 -0.112
-0.062 -0.040 0.070
0.051 0.081 0.041
-0.194 0.083 0.039
0.131 0.025 -0.008
-0.057 -0.078 0.029
-1.800 -0.869 -0.037
3.232 1.985 -0.695
0.740 -0.189 3.449

Properties
lowest unoccupied orbital energy (alpha / beta)	0.0955 / 0.0952	hartree
E_HOMO (alpha / beta)	-0.8628 / -4.5965	eV
total charge	-1
spin multiplicity	5
total energy	-104141.9371	eV

Results of the Löwdin charge analysis, in e, for atoms 1 through 5:
1 C -0.044
2 C -0.224
3 H 0.061
4 H 0.028
5 H 0.089


(3)
Entry from OMol25: a structure of composition C23H43Cl2FN3O4SiTl (ωB97M-V/def2-TZVPD).

Element x y z (Å)
C -1.811 -0.244 -4.906
C -1.308 -1.068 -3.759
H -1.961 -0.859 -5.802
H -1.112 0.563 -5.173
H -2.784 0.201 -4.662
C -0.691 -2.257 -3.903
C -0.527 -2.962 -5.212
H -0.335 -2.797 -3.024
H 0.033 -2.360 -5.945
H -1.498 -3.243 -5.654
H 0.029 -3.903 -5.073
Tl 1.025 1.990 2.283
Cl 1.374 4.439 2.178
C 0.327 -1.025 3.849
O 1.506 -0.763 4.096
N -0.194 -2.271 3.710
C 0.658 -3.445 3.676
C -1.633 -2.491 3.623
H -0.442 -0.234 3.722
H 1.695 -3.137 3.828
H 0.558 -3.963 2.710
H 0.352 -4.150 4.461
H -2.136 -1.538 3.826
H -1.948 -3.248 4.358
H -1.919 -2.845 2.620
H 0.809 3.916 6.666
H -1.165 5.059 5.479
C 0.914 3.280 5.774
C -1.031 4.357 4.644
N -0.359 3.142 5.088
H 1.277 2.292 6.068
C -1.096 1.997 5.212
O -0.756 0.989 5.826
H -2.008 4.059 4.250
H -2.058 2.058 4.663
H 1.642 3.763 5.110
H -0.459 4.848 3.848
H 2.443 0.568 -3.287
H 1.968 -1.760 -3.072
C 3.409 0.488 -2.770
C 2.938 -1.920 -2.584
N 3.381 -0.698 -1.930
H 3.582 1.368 -2.139
C 4.315 -0.809 -0.921
O 5.201 0.002 -0.691
H 2.832 -2.712 -1.831
H 4.145 -1.716 -0.297
H 4.206 0.406 -3.526
H 3.664 -2.244 -3.351
O -0.607 0.699 -2.267
C -1.480 -0.432 -2.387
C 0.067 -1.576 -0.717
C -1.221 -1.404 -1.233
H 0.830 -0.820 -0.924
C 0.368 -2.726 0.018
H -2.525 -0.083 -2.320
C -2.273 -2.203 -0.758
H 1.400 -2.893 0.339
C -0.648 -3.637 0.320
C -1.977 -3.337 -0.005
H -3.299 -1.956 -1.049
H -0.410 -4.565 0.843
H -2.778 -4.010 0.306
Si -0.851 2.286 -2.065
Cl 2.543 0.566 1.237
C 0.835 3.096 -1.974
C -1.812 2.584 -0.492
C -1.789 2.926 -3.532
H 1.586 2.521 -2.532
H 1.202 3.211 -0.943
H 0.772 4.095 -2.434
H -1.218 2.757 -4.454
H -1.916 4.008 -3.393
H -2.779 2.458 -3.614
H -2.056 1.644 0.018
H -2.747 3.110 -0.730
H -1.243 3.199 0.221
F -1.027 1.360 2.468

Force components x, y, z for each atom (eV/Å):
-0.186 -0.162 -0.375
0.762 -0.627 0.451
0.090 0.123 0.169
-0.220 -0.189 0.170
0.242 0.050 -0.028
-0.676 0.598 0.187
0.329 -0.504 -0.425
-0.178 0.255 -0.144
-0.253 -0.171 0.160
0.298 0.212 0.092
-0.163 0.353 -0.075
-1.295 0.344 -0.001
-0.084 -1.248 0.011
-0.262 -0.048 0.298
-0.634 0.123 -0.546
0.223 0.060 -0.039
-0.059 -0.107 0.058
0.134 0.208 -0.251
0.318 -0.518 0.169
-0.202 -0.064 -0.001
0.071 0.205 0.267
0.165 0.139 -0.061
0.003 -0.301 -0.030
0.108 0.298 -0.087
0.094 0.130 0.322
0.015 -0.199 -0.120
-0.012 -0.183 -0.142
0.140 0.153 0.131
0.022 -0.068 -0.119
-0.014 -0.154 -0.243
-0.124 0.145 -0.032
-0.008 -0.896 0.635
-0.223 1.138 -0.666
0.144 0.251 0.040
0.281 -0.007 0.238
-0.128 -0.069 0.109
-0.209 -0.096 0.310
0.243 0.006 0.206
0.195 -0.015 0.207
0.117 -0.079 -0.073
-0.057 -0.093 0.084
0.370 -0.096 0.282
0.011 -0.246 -0.257
0.246 0.485 -0.323
-0.951 -0.636 -0.069
0.008 0.120 -0.252
0.208 0.180 -0.250
-0.111 0.183 0.142
-0.190 0.042 0.195
0.437 -1.622 -0.395
0.117 0.438 0.781
-0.115 -0.175 -0.200
-0.271 0.300 0.038
-0.157 -0.403 -0.141
-0.270 0.245 0.042
0.085 -0.069 0.039
0.524 -0.094 -0.425
-0.354 -0.017 0.019
-0.018 0.151 -0.041
0.125 -0.039 0.014
0.314 -0.243 0.038
-0.122 0.250 -0.124
0.218 0.185 -0.056
-0.039 0.673 0.264
-0.103 0.160 0.075
0.116 0.014 -0.128
-0.183 0.159 0.127
-0.015 0.323 -0.059
-0.233 0.182 0.111
-0.092 0.012 -0.270
0.092 -0.195 0.226
-0.226 0.076 0.148
-0.127 -0.139 -0.184
0.194 0.153 -0.072
0.009 0.167 -0.075
0.150 -0.087 0.236
-0.211 -0.063 -0.149
1.557 0.633 -0.162

Properties
lowest unoccupied orbital energy	-0.0884	hartree
E_HOMO	-8.9832	eV
total energy	-77544.6392	eV

Results of the Löwdin charge analysis, in e, for atoms 1 through 5:
1 C -0.039
2 C -0.224
3 H 0.075
4 H 0.085
5 H 0.083